[1]
Entry from OMol25: C17H22F3N3S in the gas phase in a non-equilibrium geometry (ωB97M-V/def2-TZVPD).

Summary:
ΔE to the lowest compared entry with this formula, charge and spin   1659.6 kJ/mol
Charge   0
Orbital gap   0.3026 hartree
LUMO level   0.0158 Eh
Structure (SMILES)   FC(F)(F)c1cccc(N2CCN(C(=S)NC3CCCC3)CC2)c1
Max |F|   16.2 eV Å⁻¹

Last columns: bonded neighbours and bond lengths (Å).
Element x y z (Å)
1 F -5.49855 -2.20114 -0.99786  C2 1.335
2 C -4.64567 -1.71404 -0.09424  F1 1.335, F3 1.346, F4 1.302, C5 1.346
3 F -5.47244 -1.44483 0.93265  C2 1.346
4 F -3.90161 -2.72571 0.24970  C2 1.302
5 C -4.04934 -0.62003 -0.60328  C2 1.346, C6 1.289, C24 1.511
6 C -4.48513 0.29910 -1.39477  C5 1.289, C7 1.408, H25 1.242
7 C -3.58073 1.32545 -1.72797  C6 1.408, C8 1.305, H26 1.195
8 C -2.83726 2.01666 -0.90763  C7 1.305, C9 1.602, H27 1.082
9 C -2.51700 1.08157 0.35279  C8 1.602, N10 1.320, C24 1.330
10 N -1.53536 1.69673 0.98562  C9 1.320, C11 1.442, C23 1.304
11 C -0.75904 0.77827 1.78209  N10 1.442, C12 1.566, H28 1.122, H29 1.204
12 C 0.74160 1.19722 1.62691  C11 1.566, N13 1.528, H30 0.892, H31 1.321
13 N 0.87153 1.59448 0.15728  C12 1.528, C14 1.566, C22 1.420
14 C 0.99928 0.46372 -0.91918  N13 1.566, S15 1.531, N16 1.161
15 S 0.29456 0.94762 -2.18924  C14 1.531
16 N 1.62531 -0.46578 -0.61762  C14 1.161, C17 1.438, H32 1.210
17 C 2.83112 -0.77566 0.10250  N16 1.438, C18 1.599, C21 1.608, H33 0.979
18 C 3.94774 -1.08074 -1.00035  C17 1.599, C19 1.492, H34 1.268, H35 1.150
19 C 4.02618 -2.55323 -1.22843  C18 1.492, C20 1.772, H36 0.913, H37 0.946
20 C 3.89096 -2.89179 0.50552  C19 1.772, C21 1.282, H38 1.059, H39 1.081
21 C 2.89370 -2.18022 0.88282  C17 1.608, C20 1.282, H40 0.970, H41 1.228
22 C 0.42570 2.93964 0.06211  N13 1.420, C23 1.585, H42 0.956, H43 1.010
23 C -0.89121 2.82921 0.93775  N10 1.304, C22 1.585, H44 1.127, H45 1.304
24 C -3.19867 -0.04947 0.50689  C5 1.511, C9 1.330, H46 1.065
25 H -5.16686 -0.20497 -2.30222  C6 1.242
26 H -3.89856 1.79977 -2.77722  C7 1.195
27 H -2.30113 2.85300 -1.33519  C8 1.082
28 H -0.90943 -0.31399 1.57348  C11 1.122
29 H -0.92741 0.91352 2.96626  C11 1.204
30 H 1.23189 1.75540 2.12088  C12 0.892
31 H 1.33667 0.08556 2.02187  C12 1.321
32 H 1.46561 -1.15883 -1.59658  N16 1.210
33 H 3.17674 0.00530 0.58084  C17 0.979
34 H 3.84136 -0.46597 -2.10416  C18 1.268
35 H 4.90773 -0.56834 -0.62778  C18 1.150
36 H 4.88000 -2.80141 -1.43680  C19 0.913
37 H 3.22949 -2.84364 -1.64889  C19 0.946
38 H 4.90378 -2.59496 0.59257  C20 1.059
39 H 3.76898 -3.96516 0.45685  C20 1.081
40 H 1.93567 -2.29837 0.78785  C21 0.970
41 H 2.99196 -1.78172 2.03978  C21 1.228
42 H 1.12961 3.53556 0.31469  C22 0.956
43 H 0.23688 3.02645 -0.92607  C22 1.010
44 H -1.58987 3.61094 0.52442  C23 1.127
45 H -0.57853 3.51018 2.00501  C23 1.304
46 H -2.84026 -0.56535 1.36637  C24 1.065

Here are the natural (NBO) charges for atoms 1 to 2, given in e: number 1, F, carries -0.3382; number 2, C, carries 0.9648

---

[2]
Entry from OMol25: 2 unconnected molecules or ions with the total composition C8H16N4 in a non-equilibrium geometry (ωB97M-V/def2-TZVPD).

Summary:
ΔE to the lowest compared entry with this formula, charge and spin   30.0 kJ/mol
Charge   0
Orbital gap   0.3436 hartree
LUMO level   0.0292 Eh
Structure (SMILES)   CCC1CNC1.Cn1cncn1
Max |F|   2.0 eV Å⁻¹

Last columns: bonded neighbours and bond lengths (Å).
Element x y z (Å)
1 C 2.17382 -2.90578 -0.32347  C2 1.528, H7 1.094, H8 1.101, H9 1.098
2 C 1.50567 -1.72451 0.37850  C1 1.528, C3 1.514, H10 1.097, H11 1.102
3 C 0.07676 -1.51475 -0.07641  C2 1.514, C4 1.543, C6 1.537, H12 1.104
4 C -0.98964 -2.56039 0.31211  C3 1.543, N5 1.472, H13 1.098, H14 1.107
5 N -1.93878 -1.46237 0.55839  C4 1.472, C6 1.467, H15 1.018
6 C -0.81977 -0.52107 0.67846  C3 1.537, N5 1.467, H16 1.111, H17 1.087
7 H 3.20385 -3.04588 0.01782  C1 1.094
8 H 2.20144 -2.75436 -1.41325  C1 1.101
9 H 1.62619 -3.83876 -0.13521  C1 1.098
10 H 2.08504 -0.80996 0.19876  C2 1.097
11 H 1.51610 -1.88890 1.46838  C2 1.102
12 H 0.03709 -1.32486 -1.16361  C3 1.104
13 H -1.29203 -3.27793 -0.46210  C4 1.098
14 H -0.68636 -3.11780 1.21915  C4 1.107
15 H -2.51426 -1.56563 1.39212  N5 1.018
16 H -0.97716 0.45574 0.17232  C6 1.111
17 H -0.46612 -0.36842 1.69485  C6 1.087
18 C -0.35510 3.78012 -1.79965  N19 1.445, H24 1.101, H25 1.104, H26 1.099
19 N -0.44927 3.02317 -0.57226  C18 1.445, C20 1.342, N23 1.351
20 C 0.52502 2.59737 0.24704  N19 1.342, N21 1.315, H27 1.081
21 N 0.02915 1.93736 1.27118  C20 1.315, C22 1.369
22 C -1.31385 1.99997 1.01232  N21 1.369, N23 1.304, H28 1.105
23 N -1.64481 2.63304 -0.07853  N19 1.351, C22 1.304
24 H 0.22811 3.22639 -2.55152  C18 1.101
25 H 0.11133 4.76374 -1.61673  C18 1.104
26 H -1.37872 3.93013 -2.16908  C18 1.099
27 H 1.57228 2.79133 0.05927  C20 1.081
28 H -2.06598 1.54302 1.68115  C22 1.105

Here are the natural (NBO) charges for atoms 1 to 2, given in e: number 1, C, carries -0.6048; number 2, C, carries -0.3934

---

[3]
Entry from OMol25: a gas-phase ion, C5H14N2PS (charge +1) in a non-equilibrium geometry (ωB97M-V/def2-TZVPD).

Summary:
2S+1   3
ΔE to the lowest compared entry with this formula, charge and spin   371.7 kJ/mol
Charge   +1
Orbital gap (spin up / spin down)   0.3330 / 0.1987 hartree
LUMO level (spin up / spin down)   -0.1135 / -0.2629 Eh
Max |F|   5.0 eV Å⁻¹

Last columns: bonded neighbours and bond lengths (Å).
Element x y z (Å)
1 C 1.77358 0.90939 -0.13043  C3 1.559, N6 1.454, H10 1.116, H11 1.113
2 C 0.00346 -0.21975 0.82959  C3 1.513, N7 1.472, H12 1.072, H13 1.057
3 C 0.21630 0.95953 -0.09394  C1 1.559, C2 1.513, S9 1.836, H14 1.157
4 C 0.15230 -1.83572 -0.99638  N7 1.409, H15 1.094, H16 1.153, H17 1.048
5 C -2.00547 2.34436 -0.92261  S9 1.783, H18 1.142, H19 1.146, H20 1.026
6 N 2.29923 -0.43786 -0.28153  C1 1.454, H21 1.017
7 N 0.68532 -1.37423 0.22321  C2 1.472, C4 1.409, P8 1.908
8 P 1.24521 -2.52684 1.63747  N7 1.908, H22 1.402, H23 1.467
9 S -0.90962 1.07990 -1.53874  C3 1.836, C5 1.783
10 H 2.37943 1.46388 -0.88557  C1 1.116
11 H 2.12226 1.26171 0.86648  C1 1.113
12 H 0.45438 0.12663 1.73831  C2 1.072
13 H -1.01989 -0.43438 0.98116  C2 1.057
14 H 0.09433 2.02263 0.34546  C3 1.157
15 H -0.73458 -2.45543 -0.83631  C4 1.094
16 H -0.15633 -1.00712 -1.73582  C4 1.153
17 H 0.85688 -2.42812 -1.49646  C4 1.048
18 H -2.69313 1.93745 -0.10625  C5 1.142
19 H -2.58459 2.65387 -1.86126  C5 1.146
20 H -1.42982 3.16546 -0.70557  C5 1.026
21 H 2.38209 -0.49461 -1.29309  N6 1.017
22 H 2.45629 -1.83006 1.74975  P8 1.402
23 H 1.80893 -3.60834 0.82219  P8 1.467

Here are the natural (NBO) charges for atoms 1 to 2, given in e: number 1, C, carries -0.3381; number 2, C, carries -0.2973

---

[4]
Entry from OMol25: 2 unconnected molecules or ions with the total composition C5H15NO2 in a non-equilibrium geometry (ωB97M-V/def2-TZVPD).

Summary:
ΔE to the lowest compared entry with this formula, charge and spin   235.5 kJ/mol
Charge   0
Orbital gap   0.3552 hartree
LUMO level   0.0286 Eh
Structure (SMILES)   CCN[C@H](C)CO.O
Max |F|   5.5 eV Å⁻¹

Last columns: bonded neighbours and bond lengths (Å).
Element x y z (Å)
1 C -2.28300 -0.51312 -1.74284  C2 1.555, H8 1.033, H9 1.072, H10 1.113
2 C -0.74551 -0.49757 -1.97381  C1 1.555, N3 1.487, H11 1.117, H12 1.096
3 N -0.07105 -0.62064 -0.65411  C2 1.487, C4 1.532, H13 1.043
4 C 0.52511 0.74422 -0.29319  N3 1.532, C5 1.577, C6 1.537, H14 1.084
5 C 1.76263 0.92866 -1.25319  C4 1.577, H15 1.057, H16 1.116, H17 1.105
6 C 1.14401 0.48758 1.08988  C4 1.537, O7 1.442, H18 1.116, H19 1.096
7 O 1.08602 1.71614 1.84285  C6 1.442, H20 0.952
8 H -2.82354 -0.66162 -2.61065  C1 1.033
9 H -2.47464 -1.12471 -0.88359  C1 1.072
10 H -2.40017 0.46077 -1.21632  C1 1.113
11 H -0.52700 -1.41011 -2.57989  C2 1.117
12 H -0.48081 0.40309 -2.53894  C2 1.096
13 H 0.63745 -1.38113 -0.56147  N3 1.043
14 H -0.21114 1.52409 -0.44756  C4 1.084
15 H 2.59371 1.40152 -0.80230  C5 1.057
16 H 2.08422 -0.00588 -1.77155  C5 1.116
17 H 1.30153 1.60217 -1.99860  C5 1.105
18 H 2.20937 0.16048 1.02500  C6 1.116
19 H 0.64581 -0.17572 1.80633  C6 1.096
20 H 1.86433 2.22442 1.63653  O7 0.952
21 O -1.31491 -2.02324 2.67783  H22 0.959, H23 0.974
22 H -1.55433 -2.04760 1.74976  O21 0.959
23 H -0.90897 -1.13769 2.67961  O21 0.974

Here are the natural (NBO) charges for atoms 1 to 2, given in e: number 1, C, carries -0.6148; number 2, C, carries -0.2218

---

[5]
Entry from OMol25: 2 unconnected molecules or ions with the total composition C5H12N2 in a non-equilibrium geometry (ωB97M-V/def2-TZVPD).

Summary:
ΔE to the lowest compared entry with this formula, charge and spin   245.6 kJ/mol
Charge   0
Orbital gap   0.3272 hartree
LUMO level   0.0357 Eh
Structure (SMILES)   [H]/N=C/C.C/C=C\N
Max |F|   4.3 eV Å⁻¹

Last columns: bonded neighbours and bond lengths (Å).
Element x y z (Å)
1 H -1.97686 1.89174 1.76229  N2 1.024
2 N -2.08343 0.91594 1.47097  H1 1.024, C3 1.309
3 C -1.41266 0.70725 0.36654  N2 1.309, C4 1.511, H5 1.126
4 C -2.00058 -0.10819 -0.76140  C3 1.511, H6 1.092, H7 1.092, H8 1.092
5 H -0.74584 1.52832 -0.02086  C3 1.126
6 H -1.20393 -0.46933 -1.41439  C4 1.092
7 H -2.55015 -0.96186 -0.36015  C4 1.092
8 H -2.65960 0.52174 -1.36199  C4 1.092
9 C 1.99647 0.46433 -1.00054  C10 1.489, H13 1.094, H14 1.094, H15 1.096
10 C 1.44827 0.43133 0.38356  C9 1.489, C11 1.372, H16 1.087
11 C 0.66377 -0.55914 0.91840  C10 1.372, N12 1.392, H17 1.090
12 N 0.49442 -1.81768 0.34738  C11 1.392, H18 1.014, H19 1.016
13 H 1.22901 0.81124 -1.69796  C9 1.094
14 H 2.86150 1.12837 -1.08186  C9 1.094
15 H 2.31648 -0.51853 -1.36567  C9 1.096
16 H 1.71602 1.25775 1.03625  C10 1.087
17 H 0.50465 -0.54963 1.99671  C11 1.090
18 H 1.26785 -2.16079 -0.21208  N12 1.014
19 H 0.13462 -2.51285 0.99478  N12 1.016

Here are the natural (NBO) charges for atoms 1 to 2, given in e: number 1, H, carries 0.3352; number 2, N, carries -0.6757

---

[6]
Entry from OMol25: 2 unconnected molecules or ions with the total composition C5H6OSi in a non-equilibrium geometry (ωB97M-V/def2-TZVPD).

Summary:
ΔE to the lowest compared entry with this formula, charge and spin   300.6 kJ/mol
Charge   0
Orbital gap (spin up / spin down)   0.2503 / 0.3002 hartree
LUMO level (spin up / spin down)   -0.0358 / 0.0178 Eh
Max |F|   2.4 eV Å⁻¹

Last columns: bonded neighbours and bond lengths (Å).
Element x y z (Å)
1 C -0.91708 0.90383 -3.09587  C3 1.195, H8 1.048
2 C 2.21886 -1.98737 -0.47140  C4 1.183, H9 1.050
3 C -0.19560 0.88165 -2.14372  C1 1.195, Si7 1.807
4 C 1.56545 -1.03427 -0.72635  C2 1.183, Si7 1.789
5 C -1.34579 0.52752 2.02641  O6 1.351, H10 1.094, H11 1.143
6 O -0.76565 0.01357 3.13298  C5 1.351, H12 1.010
7 Si 0.67823 0.51438 -0.60567  C3 1.807, C4 1.789, H13 1.587
8 H -1.73504 0.72451 -3.72528  C1 1.048
9 H 3.08301 -2.58354 -0.44655  C2 1.050
10 H -1.68888 1.55241 2.19675  C5 1.094
11 H -1.87626 -0.15859 1.28167  C5 1.143
12 H -0.81293 -0.99338 3.07131  O6 1.010
13 H 1.79167 1.63929 -0.49428  Si7 1.587

Here are the natural (NBO) charges for atoms 1 to 2, given in e: number 1, C, carries -0.1764; number 2, C, carries -0.1740